[1]
Formula: C34H58BrClGeN4O3RbS4Se
Source: the Open Molecules 2025 dataset
Level of theory: ωB97M-V/def2-TZVPD

Geometry as ORCA input:
```
! wB97M-V def2-TZVPD RIJCOSX def2/J DEFGRID3
* xyz 1 1
Rb -0.88465 1.13585 -1.72875
C 1.34313 2.52177 -5.25910
C 1.84565 1.08402 -5.37639
S 0.95189 -0.10412 -4.34731
C 2.28767 -0.97226 -3.49968
C 3.26655 -0.14917 -2.66240
S 2.51230 0.90898 -1.39857
C 3.27485 2.51004 -1.73649
C 3.05868 3.12402 -3.11652
S 1.32632 3.27494 -3.61459
H 0.30603 2.58570 -5.59672
H 1.92278 3.14292 -5.94522
H 2.90560 1.03294 -5.12962
H 1.76961 0.79200 -6.42505
H 2.86678 -1.55290 -4.22095
H 1.76775 -1.69350 -2.86793
H 3.88073 0.48114 -3.30558
H 3.95743 -0.84643 -2.18552
H 4.34924 2.45983 -1.54846
H 2.85565 3.16878 -0.96673
H 3.59073 2.55021 -3.87433
H 3.52457 4.11132 -3.11209
O -5.40469 5.06169 -5.49958
C -4.44755 4.47319 -4.76493
C -3.52247 5.18342 -3.99980
C -2.58846 4.46783 -3.28042
N -2.51210 3.13337 -3.26983
C -3.39361 2.49807 -4.01706
Br -3.26209 0.59459 -4.05736
C -4.38528 3.08344 -4.78098
H -5.34661 6.01800 -5.42868
H -3.52182 6.26554 -3.96336
H -1.85287 4.98751 -2.67500
H -5.07845 2.50045 -5.36898
C -2.30482 -4.49011 2.51792
C -1.50343 -3.27988 3.01007
C -2.09244 -2.03400 2.33024
C -1.73106 -3.11173 4.51788
C 0.02808 -3.45133 2.73776
O 0.68143 -2.16807 2.75801
C 0.77025 -4.29888 3.80252
C 0.41508 -5.76596 4.08011
C 0.70194 -6.71444 2.94036
C -0.29636 -7.50487 2.38529
C -0.04158 -8.33666 1.30378
C 1.23597 -8.38319 0.77687
Cl 1.56538 -9.40275 -0.58917
C 2.26265 -7.63176 1.33047
C 1.98706 -6.80676 2.40698
C 0.38640 -4.01832 1.35935
N -0.05429 -3.24087 0.21722
C 0.31990 -2.02174 -0.18150
N -0.36477 -1.65826 -1.25256
C -1.16924 -2.73234 -1.46626
N -1.01700 -3.71026 -0.60237
H -3.34356 -4.38999 2.84109
H -1.93211 -5.43410 2.91423
H -2.30253 -4.55805 1.42872
H -3.15215 -1.99193 2.59680
H -2.04180 -2.05523 1.24421
H -1.62521 -1.10875 2.66710
H -2.78206 -2.88093 4.70122
H -1.14954 -2.28430 4.93792
H -1.48961 -4.01071 5.08725
H 0.59636 -1.79896 3.64548
H 0.69529 -3.74825 4.74445
H 1.82702 -4.24559 3.52943
H -0.62380 -5.87443 4.39470
H 1.01052 -6.06698 4.94723
H -1.29855 -7.47661 2.79854
H -0.82539 -8.94379 0.87170
H 3.26149 -7.70238 0.92121
H 2.79315 -6.22602 2.84246
H -0.02478 -5.01260 1.21583
H 1.47162 -4.09987 1.29798
H 1.07327 -1.45178 0.34162
H -1.87434 -2.80458 -2.27999
C -4.66661 0.67400 1.57534
S -3.82706 1.19823 0.08492
C -3.97634 2.96761 0.31288
O -2.37506 0.88490 0.29696
H -4.14606 1.07739 2.44436
H -4.64191 -0.41312 1.59806
H -5.70258 1.01476 1.54676
H -5.03406 3.23687 0.32930
H -3.49315 3.44619 -0.53790
H -3.47355 3.26560 1.23285
C 2.82064 5.91975 -0.69339
Ge 2.67004 5.43814 1.19844
C 3.70373 3.83104 1.61369
C 3.25383 6.93104 2.31351
C 0.76538 5.07576 1.54187
Se 0.08062 3.54587 0.53965
C 0.35223 2.16831 1.87991
H 3.86247 5.95377 -1.01258
H 2.38779 6.90684 -0.86863
H 2.28574 5.20766 -1.33164
H 4.74377 3.95173 1.30708
H 3.30588 2.94635 1.10777
H 3.69630 3.63918 2.68799
H 4.30188 7.16843 2.12702
H 3.14798 6.69283 3.37313
H 2.66611 7.82685 2.10679
H 0.15886 5.93155 1.23859
H 0.54377 4.90057 2.59544
H 1.40181 2.13131 2.16936
H 0.06325 1.21961 1.43110
H -0.28149 2.35585 2.74322
*
```

Summary:
orbital gap = 8.495 eV
DFT total energy = -296722.519 eV


[2]
Formula: C34H58BrF9N2O11S3
Source: the Open Molecules 2025 dataset
Level of theory: ωB97M-V/def2-TZVPD

Geometry as ORCA input:
```
! wB97M-V def2-TZVPD RIJCOSX def2/J DEFGRID3
* xyz 0 1
C 1.44329 4.93177 3.22774
C 1.17254 3.67934 4.06954
C 0.34895 2.51413 3.44978
C 0.18503 2.49278 1.91665
C -0.90786 3.52471 1.53429
C 0.09642 1.15750 1.10979
O 0.24872 1.64842 -0.22731
C 1.33199 0.18260 1.25303
S 2.93944 0.95416 1.56454
O 3.46424 1.57370 0.38326
O 3.02195 1.81873 2.69927
C 4.08878 -0.47042 1.94374
F 3.88960 -0.71870 3.25517
F 3.77476 -1.59100 1.29720
C 5.59896 -0.08136 1.78625
F 6.25595 -0.76455 2.75329
F 5.83420 1.20913 2.01480
C 6.24177 -0.56226 0.46015
F 5.46231 -0.22798 -0.58174
F 6.36410 -1.89004 0.46875
C 7.67637 0.04916 0.20303
F 8.42064 -0.91063 -0.37840
F 7.61218 1.03940 -0.67347
F 8.30829 0.40689 1.31190
O 1.55790 -0.39386 -0.04968
S 0.37921 -1.39218 -0.53789
O 0.05491 -1.00787 -1.86565
O 0.89825 -2.71141 -0.40854
C -1.09580 -1.16005 0.60085
C -2.27479 -1.59132 -0.29065
C -2.12589 -2.98875 -0.96997
N -0.83265 -2.20436 1.60018
C -1.73340 -2.83059 2.13021
S -2.90375 -3.66635 2.71194
C -1.21737 0.31662 1.20743
C -1.66635 0.20404 2.69634
C -0.76651 -0.39491 3.79398
C -1.06860 0.26218 5.17305
Br -1.70497 -1.07643 6.46488
C -2.38158 1.02286 0.47006
C -2.30186 1.46123 -0.84589
C -3.37530 2.08126 -1.42600
N -4.53511 2.35131 -0.84905
C -4.62424 1.92353 0.40732
C -3.60481 1.27051 1.04808
H 1.86974 4.75648 2.24230
H 0.52901 5.52382 3.16191
H 2.14341 5.57150 3.76688
H 0.65212 4.00267 4.97507
H 2.13099 3.30276 4.42834
H -0.63755 2.53643 3.91289
H 0.89127 1.61759 3.74876
H 1.09817 2.97653 1.55149
H -1.72567 3.42191 2.25348
H -0.53182 4.54228 1.59422
H -1.28995 3.38205 0.52787
H 1.12902 2.02738 -0.34382
H 1.17714 -0.67855 1.91167
H -3.23466 -1.50714 0.21764
H -2.36924 -0.96528 -1.17373
H -1.68128 -2.89468 -1.95605
H -3.11443 -3.44368 -1.02966
H -1.49974 -3.67435 -0.39738
H -2.56710 -0.41411 2.69178
H -1.98898 1.18938 3.02024
H 0.31329 -0.35229 3.66258
H -0.98755 -1.44047 3.98470
H -1.81925 1.04520 5.11094
H -0.17742 0.68708 5.62279
H -1.40780 1.27190 -1.41927
H -3.26051 2.37660 -2.46796
H -5.56839 2.09275 0.91113
H -3.84264 0.95989 2.05441
C 5.02181 7.70399 1.21887
C 3.78027 7.01324 0.68641
O 2.66082 7.23213 1.54251
H 5.25800 7.34193 2.22011
H 5.87975 7.52526 0.56892
H 4.86121 8.78224 1.29426
H 3.93653 5.93626 0.63157
H 3.53817 7.37804 -0.31731
H 2.50822 8.18076 1.58795
C 4.60615 -3.02354 -2.17228
C 3.74478 -2.67593 -3.37130
O 2.46610 -3.28737 -3.27437
H 4.72565 -4.10491 -2.09208
H 5.59329 -2.56539 -2.25126
H 4.13485 -2.68092 -1.24855
H 4.20677 -3.03724 -4.28976
H 3.61751 -1.59009 -3.45447
H 2.04216 -2.96234 -2.47158
C -1.42623 0.92447 -6.16696
C -2.34860 2.01740 -5.66079
O -2.28219 2.12730 -4.23861
H -1.68984 -0.03384 -5.71825
H -1.48620 0.83305 -7.25249
H -0.38985 1.13504 -5.89229
H -3.38305 1.79487 -5.91714
H -2.08338 2.98206 -6.10499
H -1.37130 2.33492 -4.00515
C -2.45746 -5.50667 -4.54554
C -3.37822 -6.12156 -3.50950
O -4.70999 -5.62048 -3.64294
H -2.44556 -4.42058 -4.44730
H -1.43862 -5.88001 -4.43544
H -2.80529 -5.73630 -5.55578
H -3.04069 -5.87347 -2.50381
H -3.39595 -7.21164 -3.60892
H -5.01875 -5.84444 -4.52648
C -5.85320 -5.61339 -0.06983
C -7.26649 -5.66513 -0.61894
O -7.33649 -5.01951 -1.88318
H -5.51794 -4.57920 0.02911
H -5.79267 -6.09801 0.90714
H -5.16066 -6.11254 -0.75139
H -7.96025 -5.15154 0.04601
H -7.59661 -6.70478 -0.72472
H -6.72670 -5.47669 -2.47501
*
```

Summary:
orbital gap = 9.426 eV
DFT total energy = -188701.863 eV
SMILES string = CCC[C@H](C)[C@@]1(O)[C@H](S(=O)(=O)C(F)(F)C(F)(F)C(F)(F)C(F)(F)F)OS(=O)(=O)[C@@](CC)(N=C=S)[C@]1(CCCBr)c1ccncc1.CCO.CCO.CCO.CCO.CCO


[3]
Formula: C34H58CrN2O4Si
Source: the Open Molecules 2025 dataset
Level of theory: ωB97M-V/def2-TZVPD

Geometry as ORCA input:
```
! wB97M-V def2-TZVPD RIJCOSX def2/J DEFGRID3
* xyz 0 5
O -4.35058 0.15417 -3.39470
O -4.04125 -1.87666 -4.49499
C -4.77119 -0.02414 -1.99057
C -3.91488 0.70835 -0.99467
H -4.76977 -1.10464 -1.81697
H -5.81241 0.31534 -1.95935
H -2.84073 0.60299 -1.19049
H -4.08164 0.31557 0.01600
H -4.17214 1.77336 -0.98094
C -3.49124 1.31545 -3.77984
C -3.61080 1.54381 -5.26206
H -2.45968 1.07233 -3.48549
H -3.85114 2.16645 -3.19454
H -3.30286 0.66871 -5.85057
H -2.95905 2.37765 -5.55016
H -4.63809 1.82572 -5.52970
C -2.77369 -2.55288 -4.63264
C -5.18096 -2.76247 -4.46036
C -1.64733 -1.56853 -4.49105
H -2.77711 -3.00405 -5.63549
H -2.70360 -3.37009 -3.89560
H -1.74622 -0.73569 -5.19584
H -0.70390 -2.07719 -4.72311
H -1.56528 -1.18034 -3.46534
C -6.36185 -2.12093 -5.13563
H -5.40103 -3.00004 -3.40859
H -4.89340 -3.68611 -4.98207
H -6.60342 -1.13833 -4.71215
H -7.22220 -2.78105 -5.00239
H -6.18628 -2.01397 -6.21151
H -4.15577 -0.76221 -3.92653
N 1.17009 0.68674 0.59163
C 2.44778 1.05740 0.73458
C 3.49714 0.13652 0.76208
C 3.43162 -1.16989 0.27954
C 2.77422 2.52149 0.80893
H 2.14018 3.06454 1.51903
H 2.68463 3.01713 -0.17101
H 3.81242 2.63184 1.13659
C 4.68981 -1.89804 -0.08958
H 4.75024 -2.06833 -1.17447
H 4.76389 -2.87191 0.41240
H 5.54987 -1.29044 0.20450
N 2.26591 -1.80688 0.11615
C 0.18105 1.67645 0.26563
C -0.54881 2.32312 1.27798
C -0.16588 2.13977 2.70997
C -1.56249 3.20640 0.90868
H -2.17339 3.65161 1.69757
C -1.76249 3.53838 -0.43041
H -2.54462 4.25176 -0.70751
C -0.93472 2.99889 -1.41476
H -1.03322 3.29957 -2.46119
C 0.05658 2.07939 -1.07699
C 1.03417 1.60513 -2.10659
C 2.23665 -3.04372 -0.61762
C 2.28005 -4.26815 0.07807
C 2.41867 -4.29570 1.57331
C 2.23448 -5.45683 -0.65495
H 2.26305 -6.40364 -0.11520
C 2.14860 -5.43322 -2.04634
H 2.09628 -6.36684 -2.60439
C 2.11982 -4.21783 -2.72683
H 2.06297 -4.18616 -3.81612
C 2.17741 -3.01066 -2.02757
C 2.16647 -1.71698 -2.79105
Cr 0.56488 -1.16200 0.74557
H 0.01170 1.08790 2.96529
H -0.97605 2.51278 3.34668
H 0.74689 2.69936 2.96667
H 1.35581 0.57460 -1.90662
H 1.94416 2.22957 -2.12362
H 0.58801 1.63245 -3.11064
H 2.34061 -5.33315 1.92639
H 1.64661 -3.70172 2.08981
H 3.40041 -3.91638 1.90015
H 2.86787 -0.97959 -2.37764
H 1.16398 -1.26227 -2.83044
H 2.46244 -1.89922 -3.83516
H 4.48230 0.52915 0.98146
C -0.69181 -1.79491 -0.46809
Si -1.64519 -3.39735 -0.00252
H -0.25908 -1.93223 -1.47891
H -1.42103 -0.95900 -0.56671
C -3.47421 -3.01409 0.20560
C -1.09998 -4.23363 1.58050
C -1.39577 -4.62496 -1.40824
H -1.19309 -5.62842 -1.00698
H -0.54022 -4.34352 -2.03482
H -2.28637 -4.68654 -2.04891
H -3.59971 -2.08379 0.77782
H -3.97066 -3.82374 0.76220
H -3.98254 -2.90490 -0.76107
H -0.82029 -3.51840 2.36502
H -0.24782 -4.90198 1.40936
H -1.92668 -4.84609 1.97039
O -2.17713 -0.38924 1.85997
C -1.44635 -0.90248 2.73025
O -0.22761 -1.34098 2.55859
H -1.82012 -1.01278 3.76637
*
```

Summary:
orbital gap (spin up / spin down) = 4.367 / 7.112 eV
DFT total energy = -83667.024 eV
<S²> = 6.025


[4]
Formula: C34H59ClCrN2O2Si
Source: the Open Molecules 2025 dataset
Level of theory: ωB97M-V/def2-TZVPD

Geometry as ORCA input:
```
! wB97M-V def2-TZVPD RIJCOSX def2/J DEFGRID3
* xyz 0 5
O -1.16287 3.08514 -0.68553
O -2.96490 1.24578 -0.76307
C -0.55522 4.04544 0.17701
C 0.25331 5.14065 -0.48862
H 0.06535 3.49463 0.90647
H -1.39752 4.47505 0.73520
H 1.28707 4.82072 -0.65447
H 0.28585 5.99442 0.19532
H -0.19525 5.47890 -1.42715
C -0.42112 2.66753 -1.85192
C -1.14385 3.06552 -3.10888
H -0.33213 1.57238 -1.78177
H 0.60009 3.07929 -1.82915
H -2.12168 2.57679 -3.15952
H -0.55783 2.76793 -3.98465
H -1.27625 4.15400 -3.14499
C -3.58608 0.18015 -1.50996
C -3.91266 2.26027 -0.36061
C -2.64731 -0.25006 -2.60208
H -4.54003 0.52639 -1.94083
H -3.81116 -0.64837 -0.81926
H -2.69434 0.46017 -3.43627
H -2.93622 -1.23365 -2.98529
H -1.61119 -0.29299 -2.25286
C -4.26322 3.20765 -1.47436
H -3.43258 2.79541 0.46508
H -4.82033 1.77030 0.02947
H -3.36953 3.73563 -1.82133
H -4.97338 3.94331 -1.09024
H -4.73834 2.68376 -2.30884
H -1.30944 1.23716 -0.03417
N 2.71530 -0.61711 0.05662
C 3.65725 -1.56257 -0.09449
C 3.37813 -2.92368 0.02442
C 2.10905 -3.48374 0.17998
C 5.05488 -1.14904 -0.44330
H 5.38069 -0.27122 0.13325
H 5.15806 -0.92653 -1.51659
H 5.73058 -1.98055 -0.20896
C 1.91186 -4.94738 -0.07549
H 1.24613 -5.13586 -0.93136
H 1.50150 -5.46378 0.80272
H 2.89061 -5.38807 -0.30117
N 1.05726 -2.75479 0.56047
C 2.94186 0.66472 -0.54705
C 3.31677 1.76368 0.25150
C 3.51530 1.63885 1.72931
C 3.55403 2.99259 -0.36389
H 3.81143 3.84719 0.26391
C 3.50274 3.11717 -1.75069
H 3.72287 4.07742 -2.22135
C 3.18967 2.01059 -2.53928
H 3.16750 2.09248 -3.62801
C 2.89502 0.78124 -1.95436
C 2.60043 -0.39474 -2.83538
C -0.26597 -3.31573 0.52287
C -0.81810 -3.88255 1.68852
C 0.03148 -4.11940 2.90011
C -2.16094 -4.25829 1.67614
H -2.59405 -4.67336 2.58920
C -2.93045 -4.09965 0.52532
H -3.98454 -4.37078 0.53737
C -2.35255 -3.62338 -0.65345
H -2.93653 -3.54163 -1.57423
C -1.00768 -3.25610 -0.67604
C -0.36326 -2.79399 -1.94946
Cr 1.15842 -0.91643 1.21390
H 2.57100 1.75483 2.28242
H 4.17842 2.44195 2.07832
H 3.96606 0.68452 2.02713
H 1.85070 -1.07153 -2.40699
H 3.50257 -0.98783 -3.05170
H 2.21120 -0.03902 -3.80076
H -0.60385 -4.41792 3.74326
H 0.60834 -3.23292 3.19820
H 0.76092 -4.92965 2.74001
H 0.52696 -3.38700 -2.21343
H -0.04739 -1.74088 -1.89007
H -1.07118 -2.87547 -2.78557
H 4.20381 -3.61340 -0.13833
C -0.65104 0.45383 0.62951
Si -1.72474 0.34252 2.20715
H -0.63211 -0.44169 -0.02166
H 0.32614 0.97998 0.68686
C -2.06814 2.07932 2.83445
C -1.05461 -0.56307 3.71352
C -3.31426 -0.58753 1.84256
H -3.68961 -1.05836 2.76200
H -3.15069 -1.39223 1.11630
H -4.10275 0.06873 1.45447
H -1.25769 2.38874 3.50783
H -3.00707 2.08914 3.40433
H -2.14092 2.82380 2.03477
H -0.11429 -0.12393 4.06141
H -0.90482 -1.63337 3.51987
H -1.79628 -0.47280 4.52251
Cl 3.53712 -1.92924 3.10665
C 1.99666 -1.09210 3.11611
H 1.38809 -1.61786 3.85772
H 2.20152 -0.07443 3.47735
*
```

Summary:
orbital gap (spin up / spin down) = 6.501 / 8.225 eV
DFT total energy = -92111.224 eV
<S²> = 6.041